Below is a structure of composition C24H30AsN5O8SV, with properties calculated with the ωB97M-V functional and the def2-TZVPD basis.

Last column: Mulliken spin population.
Element x y z (Å)
V  -1.7057  -0.3272  -1.1408  2.840
O  -4.5219  1.3164  -2.2750  0.007
As  -4.6488  -0.2473  -1.4317  0.011
O  -3.1847  -1.1017  -2.4783  -0.003
O  -3.5666  0.0117  -0.1683  0.007
C  -3.1094  -0.9319  -3.8182  0.010
C  -4.1414  -1.4110  -4.6176  0.004
C  -4.0850  -1.2718  -5.9963  -0.001
C  -2.9955  -0.6661  -6.5960  0.002
C  -1.9564  -0.1929  -5.8053  0.001
C  -2.0053  -0.3170  -4.4270  -0.012
S  -0.6804  0.3634  -3.4596  0.016
O  0.2889  0.9415  -4.3400  -0.001
O  -1.3606  1.2977  -2.5336  0.013
O  -0.1952  -0.7602  -2.6159  0.005
H  -5.2344  1.4169  -2.9207  0.000
H  -4.9779  -1.9144  -4.1475  0.001
H  -4.8977  -1.6511  -6.6011  0.000
H  -2.9497  -0.5622  -7.6707  0.000
H  -1.0941  0.2856  -6.2480  0.000
C  0.4044  3.9230  1.4040  0.001
N  -0.3434  2.8784  0.7314  -0.003
C  -1.6754  2.6261  1.2606  0.009
C  0.2597  1.8680  0.0358  0.001
O  -0.2237  0.7185  0.0273  -0.010
N  1.4156  2.1097  -0.6304  -0.001
C  2.1434  0.9741  -1.1808  0.003
C  1.7582  3.3655  -1.2680  0.000
H  -0.0610  4.1041  2.3731  0.000
H  0.4042  4.8702  0.8587  0.000
H  1.4357  3.6130  1.5791  0.000
H  -2.1676  3.5865  1.4141  0.001
H  -1.6322  2.0939  2.2173  0.000
H  -2.2750  2.0451  0.5686  0.008
H  1.6929  0.0451  -0.8438  0.003
H  3.1866  1.0253  -0.8605  0.000
H  2.1017  1.0001  -2.2724  -0.001
H  1.2878  4.2211  -0.8005  0.000
H  1.4531  3.3353  -2.3182  0.000
H  2.8405  3.5051  -1.2281  0.000
C  4.9892  0.4664  1.6271  0.000
C  3.9540  -0.2222  2.4681  0.001
C  2.6392  0.2247  2.5055  0.000
C  1.6698  -0.4036  3.2742  0.005
C  2.0064  -1.5257  4.0216  -0.002
N  1.0998  -2.2363  4.8455  0.000
C  -0.2690  -2.0771  4.9505  0.000
O  -0.8409  -2.1738  6.0156  -0.001
N  -0.9648  -1.8046  3.7851  -0.001
C  -0.7080  -2.2332  2.4731  -0.012
C  0.1996  -3.2241  2.1118  0.026
C  0.3156  -3.5586  0.7708  -0.012
C  -0.4541  -2.8985  -0.1686  0.046
N  -1.2951  -1.9218  0.1766  0.017
C  -1.4316  -1.6097  1.4613  0.034
C  3.3194  -1.9895  3.9875  0.001
C  4.2757  -1.3396  3.2305  0.000
H  4.6289  1.4364  1.2849  0.000
H  5.2419  -0.1248  0.7446  0.000
H  5.9120  0.6296  2.1848  0.000
H  2.3551  1.0937  1.9234  -0.002
H  0.6636  -0.0123  3.2853  -0.002
H  1.4826  -2.5623  5.7194  0.000
H  -1.9170  -1.5352  3.9784  0.001
H  0.7921  -3.7296  2.8571  0.001
H  0.9987  -4.3349  0.4573  0.000
H  -0.3863  -3.1192  -1.2266  -0.003
H  -2.1413  -0.8192  1.6833  -0.007
H  3.5892  -2.8654  4.5644  0.000
H  5.2916  -1.7160  3.2315  0.000

Output
**Spin multiplicity**: 4
**E_LUMO (alpha / beta)**: 0.476 / 0.374 eV
**Orbital gap (alpha / beta)**: 7.33 / 9.06 eV
**Maximum force**: 0.66 eV Å⁻¹

---

Below is a cluster of 7 separate species, C28H44O13 in total at a distorted geometry, with properties calculated with the ωB97M-V functional and the def2-TZVPD basis.

Last column: Löwdin charge in e.
Element x y z (Å)
C  1.0488  -0.9454  0.6990  -0.140
C  1.1864  0.3389  -0.1060  -0.157
C  -0.2137  0.9092  0.0674  -0.200
O  -1.0720  -0.2178  -0.0810  -0.131
C  -0.3811  -1.3884  0.3472  -0.192
H  1.1631  -0.7838  1.7713  0.114
H  1.8196  -1.6576  0.4058  0.086
H  1.3559  0.1349  -1.1663  0.085
H  1.9164  1.0596  0.2642  0.101
H  -0.5080  1.6601  -0.6655  0.090
H  -0.3163  1.3070  1.0877  0.125
H  -0.3794  -2.1494  -0.4361  0.108
H  -0.8660  -1.8664  1.2033  0.098
O  -0.9679  2.0457  -3.3413  0.132
C  0.2201  2.1204  -3.3358  -0.487
O  0.9970  1.0027  -3.2996  0.006
C  2.3866  1.3004  -3.2225  -0.154
C  2.5352  2.8277  -3.4369  -0.128
C  1.0942  3.3439  -3.4634  -0.066
H  2.8998  0.7390  -3.9968  0.123
H  2.7458  1.0438  -2.2264  0.101
H  3.0187  3.0426  -4.3898  0.108
H  3.1687  3.2917  -2.6842  0.109
H  0.8851  3.8556  -4.4016  0.129
H  0.8342  4.0622  -2.6847  0.116
O  2.3277  -6.2718  -2.5011  0.126
C  2.8511  -5.2512  -2.1746  -0.490
O  3.6828  -5.1593  -1.1091  0.026
C  4.3067  -3.8649  -1.0699  -0.146
C  3.4263  -2.9304  -1.9195  -0.142
C  2.7140  -3.9005  -2.8478  -0.075
H  5.2816  -4.0212  -1.5442  0.124
H  4.4710  -3.4966  -0.0627  0.122
H  4.0039  -2.1205  -2.3521  0.113
H  2.6795  -2.5126  -1.2431  0.085
H  3.1518  -3.9719  -3.8481  0.129
H  1.6603  -3.6947  -3.0257  0.127
O  3.1067  1.7640  2.4233  0.114
C  3.8893  2.5766  2.8181  -0.480
O  5.1026  2.2299  3.3118  0.026
C  5.8353  3.3562  3.7873  -0.144
C  5.0486  4.6272  3.3553  -0.139
C  3.7149  4.0869  2.8412  -0.070
H  6.8186  3.3154  3.3311  0.120
H  5.8928  3.3564  4.8739  0.121
H  5.5689  5.1772  2.5722  0.108
H  4.9166  5.3154  4.1858  0.108
H  3.4447  4.3950  1.8360  0.124
H  2.8850  4.2604  3.5258  0.130
O  -2.1501  -4.0393  -0.1984  0.118
C  -2.9779  -4.7203  -0.7251  -0.497
O  -2.9290  -5.0566  -2.0250  0.023
C  -4.0324  -5.9481  -2.3977  -0.120
C  -4.6249  -6.4069  -1.0540  -0.144
C  -4.2648  -5.2346  -0.1109  -0.069
H  -3.5376  -6.7513  -2.9321  0.122
H  -4.7055  -5.3572  -3.0126  0.123
H  -4.0651  -7.2933  -0.7608  0.116
H  -5.6928  -6.5868  -1.1334  0.112
H  -4.1121  -5.6220  0.8899  0.121
H  -5.0305  -4.4645  -0.1745  0.126
O  -2.3602  7.0111  1.1518  0.122
C  -2.2907  5.9460  0.6155  -0.479
O  -1.1623  5.5454  -0.0367  0.024
C  -1.2517  4.1794  -0.4221  -0.181
C  -2.5179  3.6127  0.2334  -0.153
C  -3.3391  4.8741  0.4785  -0.065
H  -0.3639  3.6209  -0.1151  0.104
H  -1.2963  4.0640  -1.5090  0.109
H  -2.2890  3.1155  1.1746  0.096
H  -3.0019  2.8824  -0.4106  0.123
H  -4.0737  4.7881  1.2701  0.126
H  -3.8856  5.1224  -0.4411  0.137
O  -3.9542  1.7869  2.4566  0.120
C  -3.9787  0.6263  2.7340  -0.467
O  -5.1397  -0.0697  2.8186  0.025
C  -4.9067  -1.4817  2.8329  -0.137
C  -3.3647  -1.7022  2.7641  -0.131
C  -2.7918  -0.3004  2.8938  -0.067
H  -5.3994  -1.9738  1.9980  0.115
H  -5.2988  -1.8323  3.7869  0.119
H  -3.0411  -2.1517  1.8282  0.091
H  -3.0998  -2.3659  3.5840  0.111
H  -2.1614  -0.0223  2.0476  0.100
H  -2.2606  -0.1360  3.8284  0.132

Output
**SMILES**: O=C1CCCO1.O=C1CCCO1.O=C1CCCO1.O=C1CCCO1.O=C1CCCO1.O=C1CCCO1.C1CCOC1
**Relative energy (zero: lowest compared OMol25 entry of this formula, charge and spin)**: 0.0 kJ/mol
**E_LUMO**: 0.324 eV
**Orbital gap**: 9.60 eV
**Maximum force**: 1.55 eV Å⁻¹